Entry 1:
Computed, not measured: a cluster of 2 separate species, C4H15P5 in total at a distorted geometry, with ωB97M-V/def2-TZVPD.

Cartesian coordinates (Å):
1 C 0.311 1.459 2.862
2 C 1.090 -2.980 -1.503
3 C 0.181 1.159 1.337
4 C -0.772 -0.679 -1.265
5 P 1.413 2.205 0.369
6 P 0.145 0.588 -2.262
7 P -2.371 -0.334 -0.560
8 P -0.454 -2.286 -2.100
9 P 0.673 -0.601 0.836
10 H -0.570 0.896 3.449
11 H 0.173 2.583 2.981
12 H 1.205 1.145 3.238
13 H 1.849 -3.274 -2.285
14 H 0.890 -3.802 -0.889
15 H 1.510 -2.246 -0.718
16 H -0.853 1.205 0.992
17 H 2.512 1.981 1.115
18 H 0.992 3.405 0.861
19 H -1.101 0.800 -3.000
20 H -0.199 1.798 -1.537
21 H -2.532 1.055 -0.992
22 H -3.350 -0.904 -1.509
23 H -1.345 -3.132 -1.245
24 H -0.287 -1.290 1.471

Properties
- 2S+1 = 1
- gap between HOMO and LUMO (eV) = 7.6
- HOMO level (eV) = -7.9

Results of the Mulliken charge analysis, in e, for atoms 1 through 5:
1. C -1.349
2. C -0.687
3. C -0.078
4. C -0.161
5. P -0.040

***

Entry 2:
Computed, not measured: an isolated molecule of C21H19ClN4O2S, with ωB97M-V/def2-TZVPD.

Cartesian coordinates (Å):
1 O 4.609 1.055 -2.055
2 C 3.694 0.497 -1.480
3 N 2.483 0.357 -2.072
4 C 1.338 -0.350 -1.682
5 C 1.384 -1.502 -0.903
6 C 0.225 -2.174 -0.578
7 C -1.028 -1.737 -1.023
8 N -2.159 -2.482 -0.722
9 C -2.331 -3.017 0.617
10 C -3.500 -2.291 1.325
11 N -3.652 -0.969 0.752
12 C -2.825 0.008 1.232
13 O -2.100 -0.180 2.191
14 C -2.910 1.326 0.576
15 C -4.006 2.050 0.193
16 C -3.670 3.323 -0.307
17 C -2.328 3.544 -0.296
18 S -1.449 2.219 0.345
19 C -4.149 -1.022 -0.604
20 C -3.425 -2.181 -1.340
21 C -1.057 -0.601 -1.837
22 C 0.102 0.075 -2.157
23 C 3.871 -0.030 -0.092
24 C 4.933 -0.882 0.191
25 C 5.147 -1.303 1.494
26 C 4.293 -0.834 2.479
27 N 3.306 0.009 2.232
28 C 3.105 0.404 0.995
29 Cl 1.829 1.535 0.774
30 H 2.398 0.873 -2.940
31 H 2.330 -1.895 -0.565
32 H 0.302 -3.078 0.005
33 H -2.532 -4.094 0.564
34 H -1.420 -2.852 1.188
35 H -3.289 -2.183 2.388
36 H -4.444 -2.825 1.194
37 H -5.017 1.694 0.292
38 H -4.393 4.038 -0.657
39 H -1.800 4.416 -0.627
40 H -3.960 -0.068 -1.094
41 H -5.231 -1.198 -0.589
42 H -4.030 -3.092 -1.285
43 H -3.277 -1.942 -2.393
44 H -1.988 -0.220 -2.226
45 H 0.046 0.958 -2.776
46 H 5.574 -1.205 -0.616
47 H 5.958 -1.971 1.736
48 H 4.399 -1.128 3.514

Properties
- 2S+1 = 1
- gap between HOMO and LUMO (eV) = 8.1
- HOMO level (eV) = -7.6

Results of the Mulliken charge analysis, in e, for atoms 1 through 5:
1. O -0.657
2. C 0.114
3. N -0.086
4. C 0.266
5. C -0.266

***

Entry 3:
Computed, not measured: a cluster of 2 separate species, C3H3O4S in total at a distorted geometry, with ωB97M-V/def2-TZVPD.

Cartesian coordinates (Å):
1 C -0.314 -1.504 -1.123
2 C -0.038 -0.707 -0.234
3 C 0.345 0.444 0.487
4 O 2.230 1.965 0.594
5 O 2.597 -0.095 -0.551
6 O 1.362 1.600 -1.745
7 O 0.611 0.505 1.813
8 S 1.785 1.063 -0.480
9 H -0.734 -2.373 -1.472
10 H -0.776 1.419 0.073
11 H 1.240 1.203 1.927

Properties
- 2S+1 = 1
- gap between HOMO and LUMO (eV) = 9.0
- HOMO level (eV) = -5.1
- net charge = -1

Results of the Mulliken charge analysis, in e, for atoms 1 through 5:
1. C -0.230
2. C -0.637
3. C 0.265
4. O -0.804
5. O -0.616

***

Entry 4:
Computed, not measured: an isolated molecule of C16H22O6, with ωB97M-V/def2-TZVPD.

Cartesian coordinates (Å):
1 C -5.062 -0.094 1.806
2 C -3.994 -0.760 0.972
3 O -3.993 -1.959 0.784
4 C -2.950 0.115 0.393
5 C -2.885 1.490 0.590
6 C -1.871 2.210 -0.003
7 C -0.895 1.610 -0.796
8 C -0.950 0.213 -0.999
9 C -1.978 -0.496 -0.402
10 O 0.000 -0.358 -1.799
11 C -0.083 -1.721 -2.160
12 C 0.364 -2.735 -1.090
13 O 1.724 -2.623 -0.743
14 C 1.959 -1.747 0.346
15 C 3.472 -1.612 0.529
16 O 3.840 -0.907 1.692
17 C 3.869 0.496 1.605
18 C 2.507 1.194 1.791
19 O 1.735 1.295 0.615
20 C 2.105 2.337 -0.259
21 C 1.328 2.165 -1.566
22 O -0.038 2.480 -1.401
23 H -5.762 -0.847 2.158
24 H -5.595 0.644 1.211
25 H -4.611 0.405 2.660
26 H -3.610 2.004 1.200
27 H -1.810 3.280 0.123
28 H -2.079 -1.559 -0.550
29 H 0.597 -1.807 -3.012
30 H -1.100 -1.972 -2.488
31 H 0.242 -3.732 -1.526
32 H -0.259 -2.665 -0.191
33 H 1.521 -2.166 1.265
34 H 1.513 -0.766 0.161
35 H 3.906 -1.145 -0.365
36 H 3.900 -2.612 0.641
37 H 4.527 0.811 2.421
38 H 4.320 0.807 0.651
39 H 1.905 0.606 2.488
40 H 2.671 2.194 2.214
41 H 1.867 3.311 0.196
42 H 3.180 2.310 -0.484
43 H 1.466 1.148 -1.938
44 H 1.696 2.885 -2.302

Properties
- 2S+1 = 1
- gap between HOMO and LUMO (eV) = 8.9
- HOMO level (eV) = -8.4

Results of the Mulliken charge analysis, in e, for atoms 1 through 5:
1. C -1.416
2. C 0.997
3. O -0.625
4. C -0.560
5. C -0.703

***

Entry 5:
Computed, not measured: an isolated molecule of C3H8NO2P at a distorted geometry, with ωB97M-V/def2-TZVPD.

Cartesian coordinates (Å):
1 C -1.312 2.009 -0.123
2 C -0.829 0.851 -0.527
3 C 0.237 0.016 0.065
4 N 0.214 -1.550 -0.114
5 P 2.105 0.689 -0.490
6 O 2.516 1.538 0.632
7 O 2.583 -1.022 0.083
8 H -1.928 2.722 -0.810
9 H -0.996 2.452 0.781
10 H -1.120 0.509 -1.535
11 H 0.272 0.231 1.206
12 H -0.297 -2.272 0.559
13 H -0.066 -1.883 -1.019
14 H 1.295 -1.633 -0.002
15 H 3.342 -1.529 -0.473

Properties
- 2S+1 = 1
- gap between HOMO and LUMO (eV) = 7.9
- HOMO level (eV) = -7.8

Results of the Mulliken charge analysis, in e, for atoms 1 through 5:
1. C -0.681
2. C -0.044
3. C -0.178
4. N -0.408
5. P 0.232